Entry 1:
Entry from the OMol25 dataset: a molecular structure, C36H60F3N7O9P2RbS in a non-equilibrium geometry (ωB97M-V/def2-TZVPD).

As for the total charge: -1. The relative energy (zero: lowest compared OMol25 entry of this formula, charge and spin) is 4.289 eV.

Element x y z (Å)
1 Rb 1.508520 -0.584426 -0.005248
2 N 5.931640 -0.505158 0.878009
3 N 4.923852 -0.650430 1.842346
4 C 3.978982 0.320348 2.096414
5 O 4.061942 1.475050 1.613720
6 O 3.058167 -0.128759 2.890051
7 H 6.843915 -0.369937 1.293974
8 H 5.700331 0.409224 0.490457
9 H 4.946009 -1.610863 2.297937
10 C -1.676728 3.949481 -2.805978
11 C -0.348989 4.627057 -2.677495
12 C -0.504919 6.153274 -2.365916
13 O 0.290691 4.086789 -1.498973
14 P 1.307943 2.931170 -1.229053
15 O 0.813332 1.549736 -1.616407
16 C 1.692032 3.139280 0.558067
17 P 0.362248 2.427870 1.614936
18 O -0.155018 1.073404 1.307367
19 O -0.723566 3.663289 1.609295
20 C -1.656118 3.920187 2.682540
21 C -2.200051 5.325308 2.649838
22 C -2.797312 2.925644 2.461823
23 O 0.976725 2.598288 3.096629
24 C 1.403083 1.479934 3.948647
25 C 2.377951 2.071261 4.954378
26 C 0.204345 0.801174 4.559898
27 O 2.645955 3.152682 -2.025744
28 C 3.380310 4.434458 -2.107727
29 C 4.586859 4.230787 -1.202588
30 C 3.682827 4.667272 -3.547459
31 H -2.244552 4.276828 -3.677707
32 H -2.319342 4.096047 -1.941981
33 H -1.530855 2.890511 -2.938831
34 H 0.347430 4.478707 -3.555342
35 H -1.542975 6.530555 -2.362356
36 H -0.024813 6.862055 -3.027344
37 H -0.100401 6.495498 -1.386998
38 H 1.714860 4.259015 0.749542
39 H 2.671541 2.671581 0.866022
40 H -1.065446 3.673324 3.582184
41 H -2.258247 5.644193 1.579218
42 H -1.501776 6.020882 3.155217
43 H -3.157432 5.352323 3.097498
44 H -3.103510 3.146410 1.407620
45 H -3.651246 3.064296 3.130469
46 H -2.517443 1.850079 2.499794
47 H 2.146227 0.696333 3.267999
48 H 2.029650 3.043918 5.293320
49 H 3.300318 2.382970 4.417715
50 H 2.598564 1.461833 5.806391
51 H -0.048333 -0.193253 4.187332
52 H -0.660393 1.439438 4.416934
53 H 0.345503 0.744245 5.662812
54 H 2.676942 5.284527 -1.718947
55 H 5.217987 5.129208 -1.345687
56 H 5.191532 3.311289 -1.452726
57 H 4.260740 4.135522 -0.192060
58 H 3.790049 3.751004 -4.208790
59 H 4.675617 5.214091 -3.696944
60 H 2.837497 5.287925 -3.907120
61 F 1.956230 -7.886161 -3.003056
62 C 1.348779 -8.101429 -1.778803
63 F 0.241480 -8.877645 -2.008040
64 F 2.207823 -8.861194 -1.033041
65 C 0.986218 -6.753441 -1.075876
66 C 1.789535 -5.669529 -1.369584
67 C 1.557275 -4.389704 -0.893924
68 N 0.506706 -4.154672 -0.133253
69 C -0.247462 -5.202935 0.239090
70 C -0.077467 -6.508136 -0.152866
71 H 2.652678 -5.809522 -2.004237
72 H 2.305326 -3.620563 -1.080923
73 H -1.116699 -4.953997 0.896007
74 H -0.707546 -7.309902 0.238012
75 C 0.925947 -5.360844 4.060912
76 C 1.836772 -4.261511 4.104104
77 C 1.342170 -2.993533 4.049485
78 N 0.060652 -2.708928 4.004885
79 C -0.836748 -3.702125 3.871663
80 C -0.452061 -5.059160 3.907111
81 H 1.274519 -6.363343 4.174547
82 H 2.885992 -4.475721 4.050007
83 H 2.045491 -2.167857 4.025413
84 H -1.793378 -3.346695 3.594354
85 H -1.258593 -5.772621 3.660844
86 C 2.423410 0.834928 -4.634399
87 N 1.547728 -0.013347 -3.839286
88 C 1.786659 -1.356917 -3.738719
89 N 2.750141 -1.895042 -4.545048
90 S 0.781816 -2.399113 -2.817869
91 H 2.174134 1.833853 -4.259114
92 H 2.408443 0.777444 -5.701576
93 H 3.486989 0.678253 -4.376468
94 H 1.205220 0.536919 -2.989502
95 H 3.431846 -1.293988 -5.066207
96 H 3.026223 -2.854036 -4.365216
97 C -3.920398 0.022221 -4.193019
98 C -2.977893 -0.940768 -3.792471
99 C -3.214118 -1.656363 -2.575009
100 C -4.401307 -1.327818 -1.786265
101 C -5.128480 -0.180251 -2.107910
102 C -4.919738 0.463257 -3.350171
103 H -3.825940 0.372265 -5.263570
104 H -2.143008 -1.195981 -4.477450
105 H -2.536150 -2.434265 -2.268714
106 H -5.882242 0.165482 -1.406662
107 H -5.465042 1.348060 -3.624583
108 C -7.220225 -2.679766 0.219008
109 N -5.981871 -3.167105 0.805867
110 C -5.967760 -3.513156 2.265058
111 C -4.829201 -2.823699 0.230959
112 O -3.679824 -2.960435 0.641473
113 H -7.303846 -3.050135 -0.801569
114 H -7.189171 -1.556547 0.219671
115 H -8.058894 -3.049739 0.811919
116 H -6.598319 -2.862007 2.847548
117 H -4.911863 -3.425606 2.618899
118 H -6.192351 -4.561663 2.394237
119 H -4.801263 -2.088513 -0.887643

Cartesian forces (eV/Å) of the 6 atoms listed first:
-0.2 -0.6 0.3
-0.1 0.7 -1.0
0.8 -2.2 0.9
-0.8 -0.7 1.7
0.3 -0.9 -0.4
2.3 -1.2 -1.9

These are the Löwdin partial charges, in e, on atoms 1 to 4:
1. Rb 0.782
2. N 0.002
3. N -0.052
4. C -0.723

***

Entry 2:
Entry from the OMol25 dataset: a molecular structure, C36H60GaIN7 in a non-equilibrium geometry (ωB97M-V/def2-TZVPD).

As for the total charge: -1.

Element x y z (Å)
1 I -0.715230 -1.180843 5.059759
2 Ga -2.609962 0.044725 3.656379
3 C -4.083891 -1.278467 3.101775
4 C -3.548496 -2.418017 2.194839
5 C -2.784613 -1.805860 1.043490
6 C -1.425465 -1.893784 1.015388
7 C -0.748966 -1.280240 0.001514
8 C -1.456206 -0.610265 -0.938668
9 C -2.808666 -0.534029 -0.938940
10 C -3.486170 -1.143950 0.084367
11 H -1.855085 0.642168 2.375387
12 H -3.253001 1.254196 4.493896
13 H -4.766491 -0.674183 2.500809
14 H -4.626438 -1.667973 3.958885
15 H -2.894917 -3.086814 2.755214
16 H -4.365641 -3.029948 1.799366
17 H -0.950082 -2.421376 1.828456
18 H 0.329064 -1.327287 0.021332
19 H -0.898204 -0.116858 -1.723370
20 H -3.358622 -0.015491 -1.705408
21 H -4.561386 -1.075050 0.130724
22 C 0.250340 4.414983 -3.924581
23 C -0.323952 4.394139 -2.511124
24 C -0.542728 2.976580 -1.978074
25 C -1.491222 2.242725 -2.824730
26 N -2.242136 1.661791 -3.479719
27 H -0.431957 3.951588 -4.640098
28 H 0.420188 5.441208 -4.254102
29 H 1.204268 3.884055 -3.967142
30 H -1.269495 4.940322 -2.499751
31 H 0.355832 4.917450 -1.837442
32 H -0.936991 3.008419 -0.962009
33 H 0.399783 2.424857 -1.952973
34 C -6.479437 1.730813 4.980726
35 C -7.914851 1.644377 4.469915
36 C -8.560019 0.280641 4.740856
37 C -7.804583 -0.783615 4.072691
38 N -7.208554 -1.607203 3.529577
39 H -5.827725 1.012758 4.481229
40 H -6.067049 2.722213 4.795143
41 H -6.433616 1.541580 6.055476
42 H -7.926659 1.847335 3.397120
43 H -8.517713 2.419647 4.949493
44 H -9.586509 0.263325 4.372808
45 H -8.582228 0.075096 5.812140
46 C 5.173428 -1.972029 -1.709580
47 C 5.085576 -1.268027 -0.358697
48 C 3.645952 -1.024431 0.099550
49 C 2.932423 -0.173401 -0.858702
50 N 2.377843 0.497029 -1.616315
51 H 4.731869 -1.372669 -2.507788
52 H 6.215088 -2.152187 -1.977773
53 H 4.660113 -2.935163 -1.682334
54 H 5.617269 -0.313909 -0.419613
55 H 5.591174 -1.870580 0.393195
56 H 3.635667 -0.533134 1.072760
57 H 3.108985 -1.969077 0.195723
58 C 8.333422 0.094926 1.978993
59 C 7.731203 0.099351 3.379862
60 C 7.524810 -1.310664 3.944159
61 C 6.606460 -2.078282 3.096303
62 N 5.884601 -2.681566 2.430011
63 H 7.674734 -0.397956 1.262493
64 H 8.490238 1.115097 1.628623
65 H 9.297111 -0.418526 1.967244
66 H 6.776141 0.627547 3.358668
67 H 8.388441 0.653571 4.052402
68 H 7.106353 -1.259715 4.949371
69 H 8.474951 -1.843597 4.000954
70 C 2.352188 4.159405 3.792077
71 C 1.122548 3.487319 4.395582
72 C 0.379024 2.592322 3.400208
73 C -0.091939 3.380363 2.253682
74 N -0.464842 4.004065 1.357683
75 H 2.081080 4.824726 2.970668
76 H 2.867533 4.761158 4.542868
77 H 3.057391 3.416458 3.411974
78 H 0.444880 4.255442 4.773941
79 H 1.427579 2.879619 5.249079
80 H -0.480501 2.122842 3.879457
81 H 1.031013 1.798165 3.034996
82 C 0.792388 1.104459 -7.192212
83 C 0.075215 0.103212 -6.293429
84 C 0.885093 -0.281618 -5.056630
85 C 2.157934 -0.909989 -5.434380
86 N 3.152803 -1.406072 -5.742196
87 H 1.716711 0.688692 -7.597653
88 H 0.159636 1.377802 -8.037233
89 H 1.038471 2.017120 -6.644522
90 H -0.163499 -0.788884 -6.876805
91 H -0.871339 0.532504 -5.960471
92 H 0.323724 -0.981915 -4.437323
93 H 1.096867 0.603112 -4.453845
94 C -2.217864 -3.540163 -3.085227
95 C -1.586261 -4.905460 -3.326700
96 C -0.662494 -4.929744 -4.550782
97 C -1.401907 -4.597419 -5.775088
98 N -1.989085 -4.336933 -6.732715
99 H -2.857442 -3.240779 -3.917753
100 H -2.837392 -3.559492 -2.188962
101 H -1.454545 -2.772941 -2.945703
102 H -2.374858 -5.651364 -3.449006
103 H -1.007999 -5.192373 -2.446416
104 H -0.221046 -5.919133 -4.674131
105 H 0.149811 -4.211284 -4.429297

Cartesian forces (eV/Å) of the 6 atoms listed first:
0.1 0.0 0.1
-0.8 0.1 -0.6
1.1 -0.1 0.0
-0.2 0.5 0.2
-1.3 -1.4 1.6
0.3 -0.5 0.5

These are the Löwdin partial charges, in e, on atoms 1 to 4:
1. I 0.012
2. Ga -0.051
3. C -0.349
4. C -0.245

***

Number 1: HOMO -0.0465 hartree, lowest unoccupied orbital energy 1.45 eV, Kohn-Sham gap 2.71 eV. Number 2: HOMO -0.1859 hartree, lowest unoccupied orbital energy 1.81 eV, Kohn-Sham gap 6.87 eV.